# 1
40
Properties=species:S:1:pos:R:3:nbo_charge:R:1 method="wB97M-V/def2-TZVPD" orbital_gap_ev=8.813 e_homo_ev=-8.51 e_above_lowest_kj_mol=221.6 e_lumo_ev=0.307
C 1.3637 -1.9215 5.0202 -0.606
C 0.8802 -2.1609 3.5932 -0.116
C 0.2669 -0.9284 2.9716 -0.173
C -0.0525 -0.8605 1.6788 -0.202
C -0.6061 0.2908 0.9772 -0.069
C -0.6263 1.5751 1.5232 -0.202
C -1.1703 2.6322 0.8188 -0.195
C -1.6889 2.4444 -0.4504 -0.278
C -1.6469 1.1756 -1.0167 0.362
O -2.1836 0.9137 -2.2589 -0.497
C -1.7156 1.5626 -3.3622 0.287
C -2.4323 1.3579 -4.5417 -0.237
C -1.9973 1.9092 -5.7288 -0.258
C -0.8408 2.6703 -5.7295 0.364
F -0.4043 3.2094 -6.8900 -0.327
C -0.1200 2.8928 -4.5722 -0.250
C -0.5589 2.3356 -3.3843 -0.283
C -1.1161 0.1088 -0.3076 -0.246
N 1.9854 -2.6398 2.7778 -0.175
O 2.9915 -1.7018 2.5346 -0.561
C 1.8062 -3.6597 1.8697 0.757
N 2.7913 -3.7485 0.9298 -0.842
O 0.8476 -4.3992 1.9238 -0.653
H 0.5551 -1.5421 5.6401 0.210
H 1.7198 -2.8561 5.4455 0.222
H 2.1845 -1.2067 5.0239 0.215
H 0.1565 -2.9849 3.5782 0.261
H 0.1242 -0.0854 3.6317 0.199
H 0.0715 -1.7490 1.0684 0.214
H -0.2024 1.7500 2.4992 0.209
H -1.1923 3.6173 1.2594 0.217
H -2.1231 3.2682 -0.9962 0.227
H -3.3232 0.7512 -4.5059 0.229
H -2.5316 1.7433 -6.6504 0.232
H 0.7801 3.4860 -4.6048 0.229
H 0.0097 2.4930 -2.4806 0.231
H -1.1059 -0.8677 -0.7673 0.225
H 2.6212 -0.9905 1.9800 0.469
H 2.8149 -4.5940 0.3863 0.403
H 3.6683 -3.2909 1.1164 0.406

# 2
94
Properties=species:S:1:pos:R:3:lowdin_charge:R:1 method="wB97M-V/def2-TZVPD" orbital_gap_ev=9.401 e_homo_ev=-9.17 e_lumo_ev=0.231
C -2.5264 -0.7392 -4.6248 0.038
C -1.9212 -0.9088 -3.2623 -0.492
O -2.1106 -1.8691 -2.5641 0.117
O -1.1040 0.1229 -2.8627 -0.042
C 0.2689 -0.0850 -3.1963 -0.207
C 0.9860 1.1608 -3.7042 -0.719
Br 1.3036 2.3351 -2.1670 0.872
C 0.2192 1.9584 -4.7699 -0.182
N 0.8504 1.6304 -6.0464 0.091
C 2.0459 0.9429 -5.8695 -0.461
O 2.7412 0.4954 -6.7524 0.084
C 2.2899 0.7622 -4.3834 -0.085
H -3.4982 -0.2579 -4.5199 0.103
H -2.6646 -1.7179 -5.0746 0.096
H -1.9078 -0.1183 -5.2635 0.068
H 0.3505 -0.8628 -3.9627 0.129
H 0.7698 -0.4397 -2.2968 0.131
H 0.3478 3.0213 -4.5795 0.094
H -0.8503 1.7755 -4.7424 0.113
H 0.2807 1.1863 -6.7544 0.142
H 3.1487 1.3165 -4.0183 0.119
H 2.4924 -0.3036 -4.2677 0.111
C -1.0114 -4.2784 0.8272 -0.089
C -0.1115 -4.9819 1.6161 -0.093
C 1.0484 -5.5004 1.0550 -0.095
C 1.3081 -5.3156 -0.2961 -0.103
C 0.3978 -4.6249 -1.0839 -0.099
C -0.7603 -4.1032 -0.5259 -0.081
H -1.9157 -3.8762 1.2653 0.094
H -0.3118 -5.1247 2.6701 0.100
H 1.7524 -6.0435 1.6723 0.099
H 2.2179 -5.7079 -0.7335 0.098
H 0.5947 -4.4726 -2.1380 0.089
H -1.4304 -3.5451 -1.1641 0.073
C 4.5069 -3.4980 -5.3056 -0.087
C 5.2495 -3.8703 -4.1937 -0.090
C 4.6763 -3.8340 -2.9298 -0.087
C 3.3584 -3.4274 -2.7779 -0.093
C 2.6172 -3.0540 -3.8911 -0.114
C 3.1893 -3.0885 -5.1552 -0.093
H 4.9547 -3.5268 -6.2902 0.104
H 6.2777 -4.1865 -4.3123 0.101
H 5.2565 -4.1219 -2.0626 0.103
H 2.9083 -3.3941 -1.7944 0.090
H 1.5875 -2.7367 -3.7701 0.081
H 2.6114 -2.7959 -6.0225 0.103
C 0.7306 0.7407 1.2701 -0.113
C 1.4198 0.7632 2.4758 -0.088
C 0.8766 0.1483 3.5947 -0.107
C -0.3589 -0.4792 3.5088 -0.091
C -1.0487 -0.4936 2.3050 -0.087
C -0.5038 0.1132 1.1822 -0.073
H 1.1469 1.2251 0.3979 0.030
H 2.3782 1.2624 2.5427 0.106
H 1.4135 0.1632 4.5349 0.099
H -0.7855 -0.9582 4.3813 0.100
H -2.0126 -0.9799 2.2425 0.068
H -1.0423 0.1027 0.2416 0.099
C 2.4196 6.1425 0.5948 -0.092
C 2.1123 6.9501 1.6811 -0.097
C 1.1908 6.5210 2.6265 -0.094
C 0.5750 5.2854 2.4845 -0.089
C 0.8802 4.4774 1.3989 -0.084
C 1.8034 4.9070 0.4559 -0.103
H 3.1400 6.4751 -0.1414 0.101
H 2.5908 7.9146 1.7907 0.100
H 0.9523 7.1510 3.4738 0.100
H -0.1444 4.9492 3.2195 0.086
H 0.3974 3.5150 1.2892 0.086
H 2.0392 4.2735 -0.3898 0.025
C -0.2140 4.1461 6.3202 -0.092
C -0.1495 4.4707 7.6680 -0.095
C -0.0985 3.4645 8.6225 -0.099
C -0.1145 2.1339 8.2287 -0.096
C -0.1820 1.8104 6.8807 -0.096
C -0.2300 2.8154 5.9250 -0.089
H -0.2503 4.9330 5.5783 0.084
H -0.1388 5.5085 7.9751 0.100
H -0.0470 3.7174 9.6735 0.099
H -0.0748 1.3488 8.9728 0.100
H -0.1992 0.7726 6.5728 0.090
H -0.2821 2.5570 4.8744 0.091
C -4.8152 -1.7361 -0.4804 -0.081
C -6.1780 -1.7364 -0.7442 -0.093
C -7.0854 -1.5135 0.2825 -0.098
C -6.6303 -1.2898 1.5745 -0.097
C -5.2679 -1.2892 1.8399 -0.089
C -4.3623 -1.5117 0.8122 -0.088
H -4.1038 -1.9068 -1.2764 0.077
H -6.5341 -1.9137 -1.7511 0.099
H -8.1480 -1.5146 0.0762 0.099
H -7.3376 -1.1144 2.3747 0.100
H -4.9126 -1.1138 2.8473 0.101
H -3.2985 -1.5052 1.0150 0.064

# 3
72
Properties=species:S:1:pos:R:3:lowdin_spin:R:1 method="wB97M-V/def2-TZVPD" multiplicity=2 total_charge=+2 orbital_gap_ev="6.275 / 5.261" e_homo_ev="-13.57 / -13.55" e_above_lowest_kj_mol=119.0 s2=0.760 e_lumo_ev="-7.291 / -8.284"
Ir -0.2820 -0.1520 -0.0908 0.526
C -0.9385 2.2592 0.6406 0.002
C -0.9889 1.5623 1.8431 0.025
C -1.8415 0.3763 1.5875 0.076
C -2.2238 0.4494 0.1890 0.018
C -1.7196 1.6496 -0.3848 0.054
C -2.0996 2.2277 -1.7407 0.007
C -3.5010 1.7365 -2.1252 0.002
C -2.0901 3.7601 -1.6482 0.001
C -1.1146 1.7967 -2.8349 0.007
C -2.4576 -0.6536 2.5082 0.012
C -3.3812 0.0737 3.5081 0.008
C -1.3672 -1.4682 3.2320 0.007
C -3.3293 -1.6517 1.7436 0.000
C -0.1339 2.0301 3.0358 0.002
C 1.1636 1.2096 3.0726 0.001
C -0.8194 1.9186 4.4030 0.001
C 0.2636 3.5031 2.8423 0.000
H -0.4180 3.1941 0.5081 0.000
H -3.0226 -0.1268 -0.2452 -0.001
H -4.2230 1.8876 -1.3204 0.000
H -3.4907 0.6741 -2.3877 0.000
H -3.8529 2.2905 -2.9956 0.000
H -2.6968 4.1183 -0.8137 0.000
H -2.5013 4.1830 -2.5642 0.000
H -1.0769 4.1486 -1.5327 0.000
H -1.0588 0.7082 -2.9077 0.001
H -0.1108 2.1716 -2.6441 0.000
H -1.4541 2.1939 -3.7938 0.001
H -2.8873 0.8649 4.0612 0.000
H -3.7548 -0.6604 4.2226 0.001
H -4.2393 0.5061 2.9891 0.000
H -0.7686 -0.8698 3.9155 0.000
H -0.6934 -1.9356 2.5109 0.000
H -1.8472 -2.2576 3.8109 0.001
H -4.1670 -1.1684 1.2376 0.000
H -3.7526 -2.3502 2.4648 0.000
H -2.7577 -2.2294 1.0174 0.001
H 0.9869 0.1501 3.2370 0.000
H 1.7831 1.5898 3.8869 0.000
H 1.7183 1.3273 2.1406 0.000
H -1.0391 0.8952 4.6952 0.000
H -1.7373 2.5081 4.4428 0.000
H -0.1393 2.3288 5.1489 0.000
H 0.9847 3.6383 2.0343 0.000
H 0.7374 3.8576 3.7560 0.000
H -0.6039 4.1415 2.6563 0.000
Cl 6.9973 -1.3607 0.3271 0.000
C 5.2893 -1.1764 0.4746 0.000
C 4.6333 -1.7212 1.5988 0.001
C 3.2786 -1.6017 1.7622 0.002
Cl 2.5031 -2.2823 3.1497 0.000
C 2.4935 -0.9306 0.8062 0.001
O 1.2035 -0.8452 1.0085 0.025
C 3.1615 -0.3828 -0.3042 0.001
C 2.4357 0.3093 -1.2721 0.007
O 1.2059 0.6067 -1.2496 0.051
C 4.5700 -0.5189 -0.4676 0.002
H 5.2109 -2.2463 2.3491 0.000
H 2.9786 0.6600 -2.1529 0.003
H 5.0624 -0.0823 -1.3275 0.000
S -0.6037 -2.2081 -1.0020 0.135
C -2.0113 -2.0570 -2.0621 0.016
N -1.7499 -1.9657 -3.3858 0.004
C -2.7144 -1.9669 -4.3232 0.001
C -4.0173 -2.0618 -3.9183 -0.002
C -4.2387 -2.1421 -2.5467 0.000
N -3.2561 -2.1347 -1.6406 0.000
H -0.7737 -1.9392 -3.6651 0.002
H -2.3997 -1.8962 -5.3552 0.000
H -4.8271 -2.0782 -4.6324 0.000
H -5.2454 -2.2244 -2.1529 0.000

# 4
7
Properties=species:S:1:pos:R:3:nbo_charge:R:1 method="wB97M-V/def2-TZVPD" total_charge=+1 orbital_gap_ev="7.186 / 6.690" e_homo_ev="-14.71 / -14.25" e_above_lowest_kj_mol=586.7 e_lumo_ev="-7.521 / -7.558"
C -0.7519 0.8932 0.0057 0.035
C 1.3782 -0.4688 -0.0501 -0.006
N -2.3897 -0.7033 -0.3201 0.173
N -1.6979 0.1654 -0.1584 -0.073
Cl 2.8580 0.0845 -0.2672 0.399
H -0.3328 1.4910 0.7119 0.242
H 0.9361 -1.4620 0.0783 0.230

# 5
77
Properties=species:S:1:pos:R:3:lowdin_spin:R:1 method="wB97M-V/def2-TZVPD" multiplicity=4 total_charge=-1 orbital_gap_ev="6.282 / 7.112" e_homo_ev="-4.66 / -5.55" e_above_lowest_kj_mol=198.2 s2=3.762 e_lumo_ev="1.625 / 1.564"
V -0.3433 0.1170 -0.2223 2.679
C -3.3443 -1.5211 0.8120 0.003
C -3.4226 -0.0075 0.6661 0.004
N -2.4552 0.5574 -0.2919 0.014
C -2.9625 0.3787 -1.6590 0.005
C -1.8790 0.4960 -2.7253 0.012
C -2.2851 1.9801 0.0144 0.014
C -1.4679 2.1598 1.3025 0.008
N -0.5718 1.0330 1.4713 0.016
C -0.0323 0.8019 2.6628 0.013
C 0.7673 -0.3597 2.8738 0.012
F 1.0444 -1.1490 1.7860 0.025
C 1.2611 -0.7611 4.0909 0.001
F 1.9724 -1.9043 4.1723 -0.001
C 1.0465 -0.0132 5.2374 0.017
C 0.3493 1.1737 5.0729 0.001
F 0.1837 1.9694 6.1507 -0.001
C -0.1690 1.5772 3.8604 0.010
F -0.8069 2.7785 3.8479 0.002
H -4.0310 -1.8371 1.5933 0.000
H -2.3338 -1.8109 1.1003 0.002
H -3.6127 -2.0483 -0.1007 0.000
H -3.2197 0.4332 1.6444 0.000
H -4.4410 0.2940 0.3725 0.000
H -3.7658 1.1028 -1.8620 0.000
H -3.3910 -0.6235 -1.7182 0.000
H -1.4603 1.5012 -2.7812 0.001
H -2.3030 0.2422 -3.6966 0.001
H -1.0734 -0.2168 -2.5137 0.004
H -3.2605 2.4801 0.1259 0.004
H -1.7543 2.4713 -0.7998 0.002
H -2.1548 2.2473 2.1544 0.001
H -0.8998 3.0952 1.2125 0.000
H 1.4041 -0.3367 6.1954 0.001
N 6.0160 4.8928 0.7571 0.000
C 4.8076 4.5130 0.2079 0.000
C 4.4152 4.9833 -1.0478 0.000
C 3.1843 4.6424 -1.5740 0.000
C 2.3325 3.8341 -0.8491 0.001
C 2.6888 3.3837 0.4098 0.001
C 3.9213 3.7130 0.9356 0.000
S 0.7023 3.3973 -1.4332 0.004
O 0.5458 3.5526 -2.8569 0.001
O -0.2349 4.1534 -0.6348 0.002
N 0.5647 1.8173 -1.0075 0.019
C 1.5726 1.0641 -1.3995 0.030
N 1.4948 -0.1936 -0.8855 0.009
C 2.4461 -1.0505 -1.2515 0.026
C 3.4685 -0.6844 -2.1130 0.004
C 3.4803 0.6361 -2.5450 0.028
N 2.5461 1.5072 -2.1945 0.004
H 6.7300 5.2111 0.1225 0.000
H 6.3497 4.3353 1.5265 0.000
H 5.0843 5.6254 -1.6014 0.000
H 2.8753 4.9890 -2.5468 0.000
H 1.9987 2.7645 0.9668 0.000
H 4.2013 3.3621 1.9190 0.000
H 2.4044 -2.0491 -0.8291 0.001
H 4.2269 -1.3890 -2.4136 0.000
H 4.2663 1.0220 -3.1807 0.002
N -0.3586 -2.3352 -0.4973 0.013
C -1.1286 -3.5241 -0.6600 0.003
C -0.9974 -4.6045 0.2058 0.000
C -1.7150 -5.7653 -0.0399 0.000
C -2.5524 -5.8408 -1.1311 0.000
C -2.7079 -4.7651 -1.9780 0.000
C -1.9941 -3.6055 -1.7445 0.000
S -3.4459 -7.3895 -1.4445 0.000
O -3.9001 -7.2781 -2.8269 0.000
O -2.4406 -8.4212 -1.2206 0.000
O -4.5137 -7.3634 -0.4500 0.000
H 0.3346 -2.4732 0.2308 0.002
H 0.1258 -2.1526 -1.3745 0.002
H -0.3091 -4.5481 1.0395 0.000
H -1.6203 -6.6367 0.5894 0.000
H -3.3819 -4.8700 -2.8128 0.000
H -2.0717 -2.7602 -2.4158 0.000

# 6
12
Properties=species:S:1:pos:R:3:nbo_charge:R:1 method="wB97M-V/def2-TZVPD" orbital_gap_ev=10.529 e_homo_ev=-9.63 e_above_lowest_kj_mol=167.3 e_lumo_ev=0.901
C 0.2248 2.1937 0.6348 -0.234
C 0.1707 1.4799 -0.3341 0.001
C 0.1949 0.3141 -1.2210 -0.579
C 0.5282 -0.7889 -0.2074 0.619
C -0.6146 -1.2340 0.6824 -0.728
O 1.6547 -1.2054 -0.0851 -0.529
H 0.2992 2.8086 1.5026 0.242
H -0.7733 0.1511 -1.7096 0.242
H 0.9814 0.3741 -1.9778 0.256
H -0.8542 -2.2715 0.4318 0.243
H -1.5075 -0.6167 0.5532 0.221
H -0.3044 -1.2050 1.7302 0.246